No. 1
This record from the OMol25 dataset describes CH7N6 as an isolated structure at a distorted geometry. The level of theory is wB97M-V/def2-TZVPD.

Structure (ORCA input):
```
! RIJCOSX wB97M-V def2-TZVPD def2/J DEFGRID3
* xyz 1 1
C 0.865 -0.607 -0.955
N 1.197 2.658 -0.743
N 1.842 3.615 -0.817
N 0.580 1.770 -0.305
N 0.154 0.379 -0.424
N 0.465 -1.884 -0.720
N -1.470 -0.184 1.460
H 1.737 -0.486 -1.563
H -1.163 -0.519 2.400
H 0.860 -2.568 -1.277
H -0.469 -2.016 -0.558
H -1.870 0.769 1.779
H -2.114 -0.954 1.293
H -0.613 0.028 0.430
*
```

Properties
**E_LUMO**: -3.92 eV
**HOMO level**: -13.207 eV

These are the Mulliken partial charges, in e, on atoms 1 to 5:
1. C 0.143
2. N 0.612
3. N -0.576
4. N -0.192
5. N -0.050

No. 2
This record from the OMol25 dataset describes an isolated ion of composition C2H5O and charge -1 at a distorted geometry. The level of theory is wB97M-V/def2-TZVPD.

Structure (ORCA input):
```
! RIJCOSX wB97M-V def2-TZVPD def2/J DEFGRID3
* xyz -1 1
C 0.188 -1.101 -0.450
C -0.433 0.295 -0.167
O 0.296 1.024 0.757
H -0.349 -1.715 -1.118
H 1.189 -0.911 -0.929
H 0.395 -1.708 0.561
H -1.489 0.111 0.264
H -0.640 0.871 -1.135
*
```

Properties
**SMILES string**: CC[O-]
**E_LUMO**: 5.04 eV
**HOMO level**: -1.826 eV

These are the Mulliken partial charges, in e, on atoms 1 to 5:
1. C -0.903
2. C -0.237
3. O -0.892
4. H 0.365
5. H 0.208

Energy above the lowest of the compared OMol25 structures with the same formula, charge and spin values (in kcal/mol) by entry order: 100.3; 7.2.